An isolated molecule of C4H5NO in a non-equilibrium geometry, computed with the ωB97M-V functional and the def2-TZVPD basis.

Geometry as XYZ:
```
11
Properties=species:S:1:pos:R:3:forces:R:3
C -0.74916 0.61578 -0.34218 -4.4 2.8 -0.8
H 2.13922 -0.30474 0.23039 1.9 -0.1 0.0
C 0.32168 -1.15088 0.06686 1.1 -7.5 1.5
C 1.13428 -0.13400 0.04303 0.1 -0.1 0.9
H 0.39882 1.73309 0.93008 0.4 -0.1 0.1
H 0.88342 1.87169 -0.80997 -0.4 -0.7 0.9
H 0.79114 -2.19495 0.23745 0.2 1.7 -0.4
N -1.79932 0.16283 -0.23365 1.4 3.0 -0.9
H -0.74083 -1.45590 0.15374 1.1 0.9 -0.4
C 0.48902 1.17979 -0.00613 1.1 1.8 -1.1
O -2.86826 -0.32270 -0.26962 -2.6 -1.8 0.2
```
Forces are in eV/Å.

Results
- Charge: 0
- Lowest unoccupied orbital energy: 0.783 eV
- Energy relative to the best compared isomer or geometry (same formula, charge and spin): 552.84 kJ/mol
- SMILES: C=CCC#[N+][O-]
- Kohn-Sham gap: 9.8 eV